1.
Density functional theory data (ωB97M-V/def2-TZVPD) for a single C3H9N3O molecule.

```
16
Properties=species:S:1:pos:R:3:forces:R:3
C -2.51980 -0.87024 -0.64276 -0.022 -0.049 0.054
C -1.35886 -0.73532 -0.01074 -0.106 0.037 0.172
N -0.19140 -0.26999 -0.58996 0.920 1.047 0.054
C 0.84008 0.44131 0.27341 -0.811 -0.779 -0.972
N 1.58662 -0.57071 0.97209 -0.125 -0.539 0.305
N 1.73748 1.20537 -0.54348 0.164 0.041 -0.299
O 0.20344 1.28959 1.18387 -0.356 0.096 0.246
H -3.37650 -1.28865 -0.14580 -0.077 -0.075 0.117
H -2.64390 -0.57763 -1.67512 0.023 0.056 -0.123
H -1.24815 -1.01942 1.02651 -0.048 -0.067 0.113
H -0.37411 0.19482 -1.47668 0.177 -0.012 0.304
H 1.31260 -0.59234 1.94871 0.062 0.023 -0.139
H 1.36774 -1.47214 0.54591 0.250 0.284 0.260
H 2.59992 0.69626 -0.68774 -0.120 0.022 0.019
H 1.34077 1.47010 -1.43547 0.012 0.087 0.054
H 0.72407 2.09898 1.25724 0.054 -0.172 -0.164
```
Forces are in eV/Å.

* relative energy (zero: lowest compared OMol25 entry of this formula, charge and spin): 27.0 kcal/mol
* SMILES string: C=CNC(N)(N)O


2.
Density functional theory data (ωB97M-V/def2-TZVPD) for a 4-piece molecular cluster, C8H24O4 overall.

```
36
Properties=species:S:1:pos:R:3:forces:R:3
C 1.73395 1.96845 3.85278 -5.562 0.068 -3.787
C 0.95116 2.49919 2.58238 -3.100 -1.566 2.698
C 0.18271 1.38673 1.81732 0.936 1.415 1.061
O 0.05089 3.46662 3.09908 -1.026 2.123 -2.450
H 1.14997 1.36932 4.46110 -1.774 -0.802 1.347
H 2.11841 2.71326 4.33843 2.313 4.325 2.788
H 2.38318 1.34522 3.50362 4.664 -3.566 -2.022
H 1.58959 2.94595 1.92901 2.238 1.302 -1.814
H 0.98182 0.74565 1.76690 1.375 -2.719 -0.600
H -0.26372 1.42879 0.86290 0.335 1.400 -1.741
H -0.65568 0.97741 2.28058 -0.947 -0.835 2.057
H -0.27632 3.96374 2.25799 0.565 -1.128 2.462
C 0.13684 -0.54465 -5.07550 -1.329 3.270 -1.095
C -1.17303 0.03538 -4.43934 0.932 -0.002 1.038
C -1.06040 0.95258 -3.23281 3.980 -2.703 0.727
O -1.86300 0.76487 -5.36673 -3.019 1.579 -2.322
H 0.75992 -1.00177 -4.37148 0.835 -0.865 1.095
H 0.72821 0.38049 -5.51298 -1.187 -1.923 0.627
H -0.19217 -1.22707 -5.86166 0.436 0.106 -0.035
H -1.93037 -0.69546 -4.24421 0.503 -1.730 1.073
H -0.70956 0.36155 -2.34513 -0.179 0.852 -0.494
H -1.89939 1.44640 -3.02260 -4.280 0.991 0.964
H -0.48779 1.85133 -3.37545 1.442 -0.056 -0.469
H -2.81677 0.72566 -5.04472 1.875 0.472 -1.069
C 0.95319 -2.12115 3.67882 -0.986 3.178 -0.614
O -0.34745 -2.41524 3.12366 -0.150 0.338 0.621
H 1.60332 -2.39706 2.95029 2.557 -2.015 -1.642
H 1.18681 -2.49166 4.68294 -0.368 0.233 -0.288
H 1.21954 -0.97204 3.47080 -1.450 -2.012 1.454
H -0.41601 -3.34390 2.86268 0.351 0.208 0.335
C -0.63887 -2.52915 -0.55598 -0.538 0.311 6.008
O -0.16806 -1.40751 0.17993 0.423 0.138 -2.786
H -1.65752 -2.73674 -0.37992 -1.487 -0.294 0.896
H -0.09485 -3.38431 -0.39623 1.576 -2.118 0.501
H -0.65454 -2.31592 -1.45705 0.496 2.047 -8.793
H -0.42399 -1.74495 0.98059 -0.447 -0.020 4.269
```
Forces are in eV/Å.

* relative energy (zero: lowest compared OMol25 entry of this formula, charge and spin): 117.3 kcal/mol
* SMILES string: CC(C)O.CC(C)O.CO.CO


3.
Density functional theory data (ωB97M-V/def2-TZVPD) for a 8-piece molecular cluster, C17H50Cl2O18P2 overall.

```
89
Properties=species:S:1:pos:R:3:forces:R:3
C 1.78692 2.44845 -1.00148 -0.806 -2.306 0.180
O 0.74039 1.53364 -1.44714 -1.470 0.229 -1.890
P -0.37742 2.03295 -2.58468 2.599 2.548 1.386
O 0.13145 3.14718 -3.46868 -0.978 -2.450 1.068
O -0.83026 0.65512 -3.26736 0.129 0.758 1.479
C -1.14530 -0.41243 -2.35820 -1.452 -1.961 0.244
O -1.49396 2.57198 -1.55555 -0.212 0.359 -0.376
C -1.38764 3.93640 -0.92942 -0.955 -1.444 -0.573
H 1.63530 3.41024 -1.49143 0.802 -0.076 0.243
H 2.64857 1.80646 -1.18458 0.721 1.151 -0.644
H 1.72638 2.37940 0.08465 -0.273 0.996 0.108
H -1.96371 -0.20612 -1.66847 0.353 0.872 0.228
H -0.36547 -0.96074 -1.82969 0.784 1.165 -0.011
H -1.59821 -1.26114 -2.87070 0.040 0.392 -1.099
H -1.97252 3.83997 -0.01469 0.378 -0.135 0.119
H -1.95923 4.63050 -1.54554 0.550 0.027 -0.265
H -0.36002 4.23959 -0.72898 -0.196 -0.105 -0.214
C 5.22160 -5.28068 -0.22211 -1.114 0.031 -0.296
O 6.46810 -5.22029 -0.83540 1.932 -0.967 -1.055
P 7.79345 -5.64680 -0.05533 0.262 1.260 2.436
O 8.13289 -4.51369 0.93604 -0.082 -3.292 -2.523
O 8.81685 -6.14644 -1.21406 -1.320 1.592 0.967
C 10.09249 -5.51191 -1.32530 1.427 -0.399 -0.001
O 7.51328 -7.12479 0.62164 -0.308 1.702 -0.117
C 7.03251 -7.21516 1.99678 1.126 -0.068 -0.061
H 5.08519 -6.22311 0.30828 0.083 0.289 0.549
H 4.48124 -5.32656 -1.02078 -0.010 0.233 -0.064
H 5.08263 -4.35307 0.33315 -0.247 -0.370 0.487
H 10.54569 -5.36284 -0.34525 -0.051 -0.178 0.023
H 10.21637 -4.56681 -1.85401 -1.184 0.211 -0.043
H 10.69810 -6.19753 -1.91800 0.007 -0.204 0.288
H 7.70687 -7.91325 2.49275 -0.180 -0.253 -0.102
H 6.01128 -7.59251 2.04974 0.059 0.212 -0.215
H 7.18803 -6.28111 2.53667 -0.404 0.202 -0.271
Cl 6.64176 5.73867 3.25027 -0.183 -0.357 -0.701
C 6.77374 6.18213 4.91915 0.273 0.412 0.781
Cl 5.29383 7.01183 5.52364 0.667 -0.315 -0.147
H 6.97887 5.30692 5.53562 -0.371 0.068 -0.144
H 7.63768 6.84365 4.98311 -0.392 0.189 0.210
O -11.52390 -0.06475 -5.36092 0.708 -0.257 -0.074
C -10.38384 0.77178 -5.12425 -0.246 0.419 0.032
C -9.22754 0.00902 -4.46247 -0.913 -1.397 -1.636
O -8.54790 0.79598 -3.59842 1.026 1.779 2.462
H -12.08330 0.32139 -6.03884 0.108 0.114 -0.016
H -9.99006 1.26665 -6.01202 -0.188 -0.312 -0.507
H -10.71398 1.61230 -4.51381 0.258 -0.087 0.590
H -8.46151 -0.28601 -5.17958 -0.506 -0.513 -0.774
H -9.58290 -0.88960 -3.95818 -0.427 -0.127 -0.210
H -8.31718 0.24604 -2.84614 0.183 0.375 0.140
O 2.07556 -0.63710 4.81010 -0.377 0.522 -0.478
C 3.29671 -0.80693 5.50867 0.671 0.453 0.516
C 4.07018 0.63298 5.71404 -0.784 -3.100 -0.609
O 3.13159 1.47595 6.28158 -0.258 0.534 0.287
H 2.12830 -1.02954 3.93556 0.074 0.216 -0.025
H 2.93348 -1.22382 6.44801 0.601 0.419 0.583
H 3.83854 -1.63274 5.04761 0.657 0.402 -0.124
H 4.41665 0.95784 4.73296 -0.005 0.205 -0.160
H 4.93073 0.51785 6.37304 -0.033 -0.093 0.043
H 2.29827 1.08708 6.00596 -0.545 0.448 -0.038
O -4.25185 -0.40590 3.34175 0.543 0.791 0.131
C -4.11513 0.90829 3.92012 -0.798 0.075 -0.193
C -5.43329 1.67083 3.88338 0.114 -0.321 -0.694
O -6.36284 1.36321 4.89294 -0.699 -0.326 -0.129
H -4.80169 -0.95044 3.90985 -0.104 0.091 0.195
H -3.70641 0.87041 4.92988 0.100 -0.109 0.124
H -3.45613 1.52524 3.30924 0.381 -0.585 -0.201
H -5.87995 1.37031 2.93560 -0.372 -0.381 0.086
H -5.29910 2.73169 3.67200 0.270 0.428 0.894
H -6.07659 1.48262 5.80145 0.555 0.297 -0.218
O -7.04985 -3.82354 1.00501 0.389 1.272 -0.754
C -7.67297 -4.69440 1.87323 -0.517 -0.645 1.375
C -8.18743 -4.00161 3.18615 0.591 -1.262 0.628
O -7.16999 -4.19591 4.23938 -0.177 0.587 -1.245
H -6.31800 -3.43389 1.48892 0.219 0.182 -0.144
H -8.44899 -5.20421 1.30229 -0.341 0.270 0.223
H -6.94127 -5.46699 2.10952 -0.176 -0.289 0.668
H -9.06988 -4.43800 3.65406 -0.368 -0.336 -0.756
H -8.43578 -2.95884 2.98854 0.430 0.196 -0.035
H -7.52469 -3.83609 5.05566 -0.034 0.070 0.033
O 2.66538 7.36884 -6.37611 -1.238 0.147 0.363
C 3.84992 7.13561 -7.02754 1.022 0.701 -2.415
C 3.73049 6.13574 -8.19405 0.336 -0.840 1.998
O 3.62913 4.85533 -7.56964 0.257 -0.941 -0.225
H 2.32635 6.49068 -6.18772 -0.382 0.030 0.450
H 4.19586 8.01361 -7.57302 -0.222 0.804 0.567
H 4.62040 6.88496 -6.29841 0.318 -0.535 -0.343
H 4.67111 6.16419 -8.74408 -0.116 -0.204 -0.171
H 2.86795 6.21270 -8.85602 0.088 0.884 -0.035
H 2.73005 4.70298 -7.26956 -0.076 -0.063 -0.164
```
Forces are in eV/Å.

* SMILES string: COP(=O)(OC)OC.COP(=O)(OC)OC.ClCCl.OCCO.OCCO.OCCO.OCCO.OCCO


4.
Density functional theory data (ωB97M-V/def2-TZVPD) for a 2-piece molecular cluster, C6H11NO overall.

```
19
Properties=species:S:1:pos:R:3:forces:R:3
C -1.07373 1.75596 0.50479 0.363 -0.329 -0.079
C -0.08999 0.62242 0.56842 -0.121 0.053 0.016
C 0.18330 -0.17060 1.65257 -0.307 0.189 -0.049
N 1.12951 -1.07964 1.28105 0.147 -0.093 0.032
C 1.47800 -0.88184 -0.02541 -0.305 0.244 0.234
C 0.73407 0.16701 -0.50640 0.236 0.131 -0.100
C 0.77826 0.77585 -1.87530 -0.174 0.136 0.464
H -1.77845 1.60197 -0.31706 -0.002 0.099 0.106
H -1.62558 1.82036 1.44043 -0.074 0.105 -0.027
H -0.53418 2.69068 0.34028 -0.176 0.108 -0.008
H -0.27961 -0.14379 2.62752 0.202 -0.153 -0.002
H 1.54498 -1.78189 1.85727 -0.046 -0.097 0.236
H 2.23976 -1.48845 -0.46324 0.206 -0.146 -0.324
H 1.45785 0.23869 -2.51975 0.091 -0.201 -0.274
H 1.11574 1.81388 -1.83455 -0.016 0.010 0.018
H -0.22582 0.78132 -2.29981 0.020 -0.013 -0.232
O -2.20426 -1.17230 -0.94388 0.266 -0.132 -0.272
H -1.31854 -0.96288 -0.60964 -0.115 0.070 0.172
H -2.01299 -1.60890 -1.78310 -0.195 0.019 0.089
```
Forces are in eV/Å.

* relative energy (zero: lowest compared OMol25 entry of this formula, charge and spin): 7.9 kcal/mol
* SMILES string: Cc1c[nH]cc1C.O


It is found that the HOMO-LUMO gap values, taken in the order of the records, are 9.205; 10.377; 9.985; 9.193 eV.
It is found that the highest occupied orbital energy values, taken in the order of the records, are -0.305; -0.359; -0.363; -0.305 Ha.
It is found that the E_LUMO values, taken in the order of the records, are 0.90; 0.61; 0.10; 0.89 eV.